Record 1
{"formula": "C2H5OP", "method": "ωB97M-V/def2-TZVPD", "homo_lumo_gap_ev": [7.6, 8.5], "mol_weight_g_mol": 76.035, "spin_multiplicity": 1, "e_tot_ev": -13486.3911, "e_above_lowest_kj_mol": 432.7, "species": ["P", "O", "C", "C", "H", "H", "H", "H", "H"], "coordinates": [[-0.82, 1.18, 0.91], [1.43, 0.56, -1.41], [-1.03, -0.60, 0.68], [1.15, -0.53, -1.07], [-1.19, -0.96, -0.31], [1.65, -1.48, -0.92], [-0.99, -1.17, 1.58], [-0.74, 1.54, -0.46], [0.53, 1.47, 1.01]], "lowdin_charge": [0.683, 0.010, -0.346, -0.091, -0.033, 0.063, -0.029, -0.112, -0.144]}

Record 2
{"formula": "C2H5OP", "method": "ωB97M-V/def2-TZVPD", "homo_lumo_gap_ev": 7.8, "mol_weight_g_mol": 76.035, "spin_multiplicity": 1, "e_tot_ev": -13488.1672, "e_above_lowest_kj_mol": 261.3, "species": ["P", "O", "C", "C", "H", "H", "H", "H", "H"], "coordinates": [[2.08, -0.10, 0.17], [-0.80, -1.43, -1.13], [-1.22, 0.34, 0.56], [-0.55, -0.56, -0.37], [-2.34, 0.20, 0.70], [-0.72, 0.28, 1.44], [2.26, 0.93, -0.73], [-1.21, 1.29, 0.07], [2.50, -0.95, -0.72]], "lowdin_charge": [0.642, 0.094, -0.093, -0.332, 0.120, 0.025, -0.246, 0.088, -0.298]}

Record 3
{"formula": "C2H5OPS", "method": "ωB97M-V/def2-TZVPD", "homo_lumo_gap_ev": [6.1, 6.1], "mol_weight_g_mol": 108.102, "spin_multiplicity": 1, "e_tot_ev": -24322.9493, "e_above_lowest_kj_mol": 317.5, "species": ["S", "P", "O", "C", "C", "H", "H", "H", "H", "H"], "coordinates": [[2.51, -0.79, -0.14], [-0.38, 0.41, 0.93], [-0.65, -2.06, -0.03], [-0.06, -1.44, 0.82], [-1.19, 0.66, -0.83], [-0.79, 1.62, -1.13], [0.58, -2.01, 1.47], [-2.28, 0.73, -0.77], [2.04, -2.03, -0.42], [-0.88, -0.14, -1.48]], "lowdin_charge": [0.266, 1.030, -0.113, -0.712, -0.304, 0.017, 0.037, 0.030, -0.268, 0.017]}

Record 4
{"formula": "C2H5OPS2", "method": "ωB97M-V/def2-TZVPD", "homo_lumo_gap_ev": [7.0, 7.0], "mol_weight_g_mol": 140.169, "spin_multiplicity": 1, "e_tot_ev": -35158.0264, "e_above_lowest_kj_mol": 406.2, "species": ["S", "S", "P", "O", "C", "C", "H", "H", "H", "H", "H"], "coordinates": [[0.86, -2.73, 0.40], [2.27, -1.97, 1.48], [-0.46, -4.28, 0.94], [0.89, -2.60, -1.03], [0.51, 0.85, 0.91], [0.94, 0.79, -0.34], [0.69, 0.09, 1.67], [0.71, 1.66, -1.02], [1.76, 0.11, -0.55], [-0.93, -4.53, -0.33], [-0.08, 1.64, 1.23]], "lowdin_charge": [-0.010, 0.296, 0.556, -0.536, -0.111, -0.086, -0.016, 0.071, 0.019, -0.203, 0.021]}

Record 5
{"formula": "C2H5P", "method": "ωB97M-V/def2-TZVPD", "homo_lumo_gap_ev": [8.1, 9.2], "mol_weight_g_mol": 60.036, "spin_multiplicity": 1, "e_tot_ev": -11438.1609, "e_above_lowest_kj_mol": 419.9, "species": ["P", "C", "C", "H", "H", "H", "H", "H"], "coordinates": [[0.06, -0.64, 1.11], [-0.98, -1.26, 0.04], [0.82, 0.88, 0.43], [1.42, 1.34, 1.19], [-1.67, -1.99, -0.30], [0.14, 1.51, -0.16], [1.49, 0.49, -0.32], [-1.28, -0.33, -2.00]], "lowdin_charge": [0.737, -0.408, -0.394, 0.005, -0.088, 0.036, 0.014, 0.097]}

Record 6
{"formula": "C2H5P", "method": "ωB97M-V/def2-TZVPD", "homo_lumo_gap_ev": 10.0, "mol_weight_g_mol": 60.036, "spin_multiplicity": 1, "e_tot_ev": -11440.0069, "e_above_lowest_kj_mol": 241.8, "species": ["P", "C", "C", "H", "H", "H", "H", "H"], "coordinates": [[1.07, 0.47, -0.72], [-0.27, -0.66, -0.32], [-0.24, 0.55, 0.61], [-1.43, -0.52, -1.49], [-0.18, -1.68, 0.02], [-0.01, 0.62, 1.71], [-1.05, 1.38, 0.29], [2.10, -0.17, -0.11]], "lowdin_charge": [0.766, -0.527, -0.471, 0.190, 0.022, 0.068, 0.091, -0.138]}

Record 7
{"formula": "C2H5PS", "method": "ωB97M-V/def2-TZVPD", "homo_lumo_gap_ev": 8.4, "mol_weight_g_mol": 92.103, "spin_multiplicity": 1, "e_tot_ev": -22277.0766, "e_above_lowest_kj_mol": 79.8, "species": ["S", "P", "C", "C", "H", "H", "H", "H", "H"], "coordinates": [[-0.33, -0.28, 1.14], [2.61, -0.38, 0.77], [1.13, -0.11, 0.07], [-1.76, 0.22, 0.08], [-1.45, 0.81, -0.77], [-2.61, 0.71, 0.62], [1.17, -0.13, -1.05], [-2.10, -0.79, -0.45], [3.34, -0.05, -0.41]], "lowdin_charge": [0.674, 0.700, -0.930, -0.428, 0.012, 0.043, 0.018, 0.066, -0.154]}

Record 8
{"formula": "C2H5PS", "method": "ωB97M-V/def2-TZVPD", "homo_lumo_gap_ev": [8.0, 8.5], "mol_weight_g_mol": 92.103, "spin_multiplicity": 3, "e_tot_ev": -22272.7356, "e_above_lowest_kj_mol": 243.2, "species": ["S", "P", "C", "C", "H", "H", "H", "H", "H"], "coordinates": [[1.42, -0.23, 1.37], [-1.33, -1.34, -0.24], [0.10, -0.26, 0.29], [1.39, 0.29, -0.32], [-1.59, -0.37, -1.21], [-1.24, 1.91, 0.52], [1.30, 1.36, -0.35], [2.08, -0.31, -0.99], [-2.13, -1.06, 0.93]], "lowdin_charge": [0.760, 0.742, -0.976, -0.504, -0.129, 0.106, 0.026, 0.081, -0.106]}

Record 9
{"formula": "C2H5S", "method": "ωB97M-V/def2-TZVPD", "homo_lumo_gap_ev": 6.2, "mol_weight_g_mol": 61.129, "spin_multiplicity": 1, "e_tot_ev": -12989.6755, "charge": -1, "e_above_lowest_kj_mol": 119.7, "species": ["S", "C", "C", "H", "H", "H", "H", "H"], "coordinates": [[0.56, 3.10, -1.96], [0.40, -1.30, 0.46], [-0.57, -0.42, 0.42], [0.66, -1.97, 1.28], [-1.21, -0.24, -0.44], [-1.07, -0.10, 1.34], [0.87, -1.70, -0.42], [0.37, 2.64, -0.68]], "lowdin_charge": [-0.479, -0.100, -0.083, 0.037, 0.053, 0.044, 0.033, -0.505]}

Record 10
{"formula": "C2H6", "method": "ωB97M-V/def2-TZVPD", "homo_lumo_gap_ev": 10.4, "mol_weight_g_mol": 30.070, "spin_multiplicity": 1, "e_tot_ev": -2167.8428, "e_above_lowest_kj_mol": 328.6, "species": ["C", "C", "H", "H", "H", "H", "H", "H"], "coordinates": [[-0.69, -0.11, 0.08], [0.80, -0.08, 0.07], [-1.09, -0.99, -0.24], [-1.11, 0.07, 1.10], [-1.50, 1.12, -1.07], [1.06, 0.75, 0.76], [1.37, -1.02, 0.20], [1.17, 0.26, -0.91]], "lowdin_charge": [-0.175, -0.224, -0.031, 0.047, 0.177, 0.066, 0.077, 0.061]}